Below is a cluster of 21 separate species, C34H29BCl80NO5 in total, with properties calculated with ωB97M-V with the def2-TZVPD basis set.

The geometry in XYZ format:
```
150
Properties=species:S:1:pos:R:3
Cl 0.151 -6.192 -14.064
C -0.534 2.093 2.412
Cl 1.005 -2.345 6.565
H -0.258 1.730 3.425
Cl 3.472 -2.618 -8.001
C -7.225 -7.172 -1.955
C -1.121 -5.417 2.985
C -0.700 15.463 -14.356
Cl 1.367 1.950 9.245
C 0.489 1.528 1.354
Cl 1.568 -9.979 0.459
Cl 8.505 -4.702 2.469
Cl 2.448 -7.238 0.740
Cl -0.673 7.298 10.960
Cl 12.725 -2.935 7.568
C -0.136 0.215 0.756
Cl 10.808 -7.833 3.105
Cl -7.452 5.185 2.065
Cl -3.044 10.551 -1.943
Cl -0.704 -3.679 -12.914
Cl 1.160 7.877 2.816
H -0.043 -4.046 -1.944
Cl -8.901 2.900 3.092
H -0.317 2.347 -0.209
C 0.561 0.655 10.145
C -0.722 5.525 10.959
H -0.615 -4.942 3.860
C -1.116 -4.261 -1.810
Cl -7.846 -5.733 -2.787
Cl -1.598 10.056 -11.912
C 2.314 5.626 6.005
Cl 0.401 4.902 9.740
Cl 2.441 4.273 7.151
H -2.951 -2.619 2.018
C -2.756 -3.612 2.463
C -0.036 -2.181 0.987
C -3.251 -3.544 -0.755
Cl 13.203 -5.410 8.989
Cl 0.164 16.946 -14.796
Cl -2.142 15.879 -13.411
C -1.140 -2.281 -0.122
C 9.222 -8.619 3.213
O 0.511 2.472 0.263
Cl 4.271 -4.022 -10.402
H -1.235 0.402 0.646
H -3.563 -4.349 2.245
O 1.827 -3.033 -0.768
N -1.440 -4.749 0.589
C 4.780 -2.940 0.846
Cl -4.266 8.225 -3.169
Cl -2.927 10.962 -9.503
Cl -1.187 14.604 -15.828
H 0.664 -3.711 2.455
Cl 3.858 6.495 5.967
Cl -6.772 5.884 -1.263
Cl -4.963 11.379 -4.667
Cl -9.274 7.241 -0.730
Cl 1.931 -1.460 3.965
Cl 7.749 -2.193 3.699
Cl 2.601 -0.342 -5.802
C 2.331 -1.540 -4.520
Cl -3.226 -6.858 0.105
Cl -0.149 11.631 -9.962
C -1.696 -3.712 -0.440
Cl -10.290 5.389 2.592
H -2.695 -3.558 3.573
Cl -6.963 -8.469 -3.135
H -2.083 -5.848 3.323
Cl -2.366 4.980 10.580
C 7.825 -3.949 3.921
Cl 8.850 -4.326 5.316
C -8.996 4.316 2.030
C 3.423 -3.320 1.557
C 12.015 -4.482 8.058
C -2.863 -8.538 0.558
Cl -4.665 10.072 -7.228
Cl 9.299 -9.945 4.386
Cl -8.403 -7.707 -0.743
Cl 1.283 -8.622 3.001
C 2.301 -8.799 1.562
Cl -0.422 -0.267 5.140
H -0.417 -6.168 2.588
H -0.481 3.196 2.337
H -0.521 -2.582 3.125
Cl -2.150 -6.111 -12.311
C -0.286 -3.176 2.215
H 5.618 -3.330 1.484
Cl -1.074 0.423 9.504
Cl -2.344 10.510 -5.544
H 1.498 1.366 1.773
C -0.548 -5.422 -12.629
H 2.980 -4.277 1.212
Cl 2.190 0.281 6.264
Cl -9.343 3.790 0.374
H -3.888 -3.960 0.057
O 2.517 -2.209 1.421
H -2.007 -1.669 0.219
C 1.180 -0.950 5.482
H -3.517 -2.503 -1.017
Cl -3.238 -8.780 2.274
B 1.466 -2.514 0.499
Cl -5.689 -6.784 -1.156
H 1.813 -3.994 -0.657
O 0.034 -0.879 1.634
H 4.858 -3.361 -0.176
Cl -0.856 9.147 1.169
Cl 1.483 -0.849 9.972
Cl -2.217 12.862 -11.570
Cl 2.186 -5.109 -8.704
H 3.658 -3.395 2.645
C -0.365 7.634 1.949
Cl 1.945 5.034 4.376
Cl 8.771 -9.260 1.623
O -0.285 -5.287 0.301
Cl 3.892 -2.066 -3.867
H -1.579 1.813 2.164
H -1.649 -3.664 -2.594
Cl -9.132 5.223 -2.802
Cl -1.145 -8.885 0.276
Cl 0.505 -5.707 -11.231
Cl 1.462 -2.939 -5.176
H 0.275 0.094 -0.273
Cl 1.367 -0.809 -3.227
Cl 11.547 -5.400 6.616
Cl 6.190 -4.580 4.200
Cl 3.908 -9.367 2.047
Cl 1.029 6.726 6.532
C -1.396 -4.245 1.962
Cl -0.254 4.921 12.559
H -1.404 -5.314 -1.992
Cl 0.364 14.424 -13.392
Cl 8.015 -7.433 3.735
C -1.724 11.377 -10.737
C -3.881 9.018 -1.630
Cl -2.834 7.962 -0.668
H 4.870 -1.834 0.820
Cl -3.847 -9.640 -0.422
H -3.499 -4.157 -1.655
H -0.752 -1.875 -1.084
Cl 10.582 -4.185 9.057
C -3.895 11.187 -6.069
C 2.904 -3.613 -9.351
Cl -7.832 7.781 -3.178
C -8.252 6.532 -1.993
Cl -3.632 12.777 -6.804
Cl 0.468 1.097 11.859
Cl -5.378 9.339 -0.736
Cl -0.143 6.382 0.714
Cl -1.621 7.125 3.092
Cl 1.701 -2.698 -10.272
```

Results
HOMO energy (spin up / spin down) ... -0.335 / -0.345 Ha
Spin multiplicity ... 2
Expectation value of S² ... 0.75
E_tot ... -1049917.55105 eV
Kohn-Sham gap (spin up / spin down) ... 9.02 / 8.72 eV